No. 1
An isolated molecule of C3H7NO2. Source: the Open Molecules 2025 dataset; level of theory: wB97M-V/def2-TZVPD.

```
13
Properties=species:S:1:pos:R:3:forces:R:3:mulliken_charge:R:1
N -1.80309 -0.09843 1.11864 -1.17 -0.68 -1.59 -0.4851
C -0.53601 0.38441 1.07678 0.75 2.64 0.94 0.4496
O -0.38079 1.50647 1.58918 0.60 -1.33 -0.78 -0.6304
C 0.70960 -0.36012 0.49962 -2.08 0.11 0.12 -0.4716
C 1.06156 0.16956 -0.89998 0.66 -1.98 -1.70 -0.2989
O -0.04156 -0.22824 -1.83080 -0.38 1.77 4.08 -0.5226
H -2.46913 0.70028 1.24551 0.81 -1.31 -0.09 0.2668
H -2.05245 -0.76815 0.36458 0.14 0.69 0.91 0.2825
H 1.42732 -0.15057 1.28644 0.53 -0.08 -0.36 0.2869
H 0.48338 -1.44977 0.44648 0.40 0.70 -0.09 0.2547
H 1.27191 1.23520 -1.03830 -0.40 -0.13 0.61 0.2985
H 2.00954 -0.37655 -1.26560 -1.29 0.76 0.66 0.2893
H 0.31974 -0.56409 -2.59257 1.42 -1.15 -2.71 0.2806
```
Positions in Å, forces in eV/Å.

- frontier orbital gap (eV) = 10.33
- energy relative to the best compared isomer or geometry (same formula, charge and spin) (kJ/mol) = 116.8
- strongest force on any atom (eV/A) = 4.467
- SMILES string = NC(=O)CCO

***

No. 2
An isolated molecule of C3H7NO2. Source: the Open Molecules 2025 dataset; level of theory: wB97M-V/def2-TZVPD.

```
13
Properties=species:S:1:pos:R:3:forces:R:3:mulliken_charge:R:1
N -0.17485 -0.07185 -2.02219 0.10 0.13 0.05 -0.6366
C 0.78808 -0.59123 -1.10947 0.17 -0.26 0.10 0.4025
O 1.36797 -1.63036 -1.30670 -0.36 0.34 0.13 -0.4947
C 0.96099 0.19290 0.18529 0.10 0.05 0.03 -0.5294
C -0.17007 -0.17387 1.14864 0.35 -0.13 0.14 -0.4077
O -1.40216 0.25816 0.58816 -0.26 -0.07 0.18 -0.5081
H -1.09291 -0.35702 -1.67713 0.10 -0.14 -0.29 0.3190
H -0.18002 0.93782 -1.91508 -0.17 0.01 0.01 0.3185
H 0.92806 1.27464 0.00993 0.03 -0.15 -0.01 0.2846
H 1.92025 -0.06839 0.63789 -0.12 0.00 -0.03 0.3079
H -0.17303 -1.26284 1.30365 0.00 0.16 -0.01 0.3276
H 0.00902 0.31038 2.11890 -0.03 -0.05 -0.16 0.3152
H -2.11651 -0.03212 1.16821 0.10 0.09 -0.11 0.3013
```
Positions in Å, forces in eV/Å.

- frontier orbital gap (eV) = 10.38
- energy relative to the best compared isomer or geometry (same formula, charge and spin) (kJ/mol) = 118.7
- strongest force on any atom (eV/A) = 0.509
- SMILES string = NC(=O)CCO

***

No. 3
A structure of composition C3H7NO2. Source: the Open Molecules 2025 dataset; level of theory: wB97M-V/def2-TZVPD.

```
13
Properties=species:S:1:pos:R:3:forces:R:3:mulliken_charge:R:1
N 1.73945 0.52878 0.94533 0.10 0.06 -0.18 -0.8324
C 1.62106 -0.01652 -0.25350 0.48 -0.09 -0.28 0.6352
O 2.29363 -0.32634 -1.18145 -0.37 0.20 0.44 -0.4763
C -0.08180 -0.88322 -0.28658 -0.19 -0.13 -0.15 -0.9359
C -1.11602 0.22009 -0.38748 0.05 -0.14 -0.31 -0.2822
O -1.20479 0.81293 0.90468 -0.21 0.26 0.04 -0.5538
H 0.85029 0.93867 1.24359 0.07 -0.14 -0.01 0.4204
H 0.90543 -0.60739 0.74922 -0.18 -0.04 0.11 0.3423
H -0.42064 -1.61694 0.46511 0.09 0.09 -0.04 0.3411
H 0.07740 -1.42218 -1.21919 -0.01 0.10 0.13 0.3981
H -0.81044 0.96261 -1.13919 -0.05 -0.11 0.12 0.3123
H -2.09072 -0.18833 -0.69247 0.14 0.06 0.07 0.3248
H -1.76287 1.59784 0.85192 0.07 -0.13 0.06 0.3063
```
Positions in Å, forces in eV/Å.

- frontier orbital gap (eV) = 9.71
- energy relative to the best compared isomer or geometry (same formula, charge and spin) (kJ/mol) = 475.6
- strongest force on any atom (eV/A) = 0.608

***

No. 4
An isolated molecule of C3H7NO2. Source: the Open Molecules 2025 dataset; level of theory: wB97M-V/def2-TZVPD.

```
13
Properties=species:S:1:pos:R:3:forces:R:3:mulliken_charge:R:1
N 0.27352 1.36032 -0.87272 0.01 0.11 0.12 -0.4825
C 0.10148 -0.19534 -1.49033 0.16 -0.30 -0.23 0.7787
O -0.04317 -0.21926 -2.68649 0.25 0.02 0.37 -0.5898
C 0.45777 -0.98223 -0.41409 -0.33 -0.42 -0.27 -1.0897
C -0.25890 -0.95382 0.91424 0.07 -0.40 0.01 -0.1475
O -0.61813 0.36734 1.35512 -0.09 0.04 0.18 -0.5501
H -0.47684 1.66637 -0.25679 0.07 -0.02 -0.08 0.2768
H 0.51920 2.02574 -1.60281 -0.02 -0.18 0.18 0.2911
H 1.05503 0.99711 -0.30723 -0.10 1.12 -0.09 0.4161
H 0.79169 -1.97197 -0.69490 -0.27 -0.23 -0.04 0.2460
H -1.18828 -1.54045 0.82112 0.10 0.09 0.13 0.2837
H 0.35568 -1.43953 1.68451 -0.02 0.07 -0.13 0.2643
H -1.22344 0.26275 2.09949 0.16 0.07 -0.16 0.3029
```
Positions in Å, forces in eV/Å.

- frontier orbital gap (eV) = 7.93
- energy relative to the best compared isomer or geometry (same formula, charge and spin) (kJ/mol) = 307.2
- strongest force on any atom (eV/A) = 1.131
- SMILES string = [NH3+]/C([O-])=C\CO

***

No. 5
An isolated molecule of C3H7NO2. Source: the Open Molecules 2025 dataset; level of theory: wB97M-V/def2-TZVPD.

```
13
Properties=species:S:1:pos:R:3:forces:R:3:mulliken_charge:R:1
C -0.83149 1.55135 0.36292 -0.04 0.04 -0.01 -1.0976
C -0.31579 0.16607 0.10570 -0.23 -0.15 -0.07 0.8007
C 1.18082 -0.08192 0.17982 -0.06 0.21 0.22 -0.4402
O 1.69208 -0.81498 -0.90392 -0.02 -0.21 -0.02 -0.5397
N -1.18853 -0.72489 -0.16627 0.26 0.53 0.09 -0.5241
O -0.60411 -1.99355 -0.32630 -0.07 -0.29 -0.15 -0.4122
H -1.92143 1.57173 0.29747 0.16 -0.02 0.02 0.3406
H -0.52939 1.89870 1.35865 -0.01 -0.08 -0.14 0.2894
H -0.41300 2.25217 -0.36849 -0.04 -0.10 0.10 0.2944
H 1.40603 -0.56218 1.14734 -0.04 0.04 -0.13 0.2422
H 1.69579 0.88369 0.17162 -0.10 -0.11 0.05 0.3033
H 1.16929 -1.63074 -0.93052 0.14 0.13 -0.13 0.3838
H -1.29159 -2.48581 -0.79043 0.06 0.00 0.18 0.3595
```
Positions in Å, forces in eV/Å.

- frontier orbital gap (eV) = 10.72
- energy relative to the best compared isomer or geometry (same formula, charge and spin) (kJ/mol) = 265.1
- strongest force on any atom (eV/A) = 0.600
- SMILES string = C/C(CO)=N/O

***

No. 6
An isolated molecule of C3H7NO2. Source: the Open Molecules 2025 dataset; level of theory: wB97M-V/def2-TZVPD.

```
13
Properties=species:S:1:pos:R:3:forces:R:3:mulliken_charge:R:1
N 2.00662 0.30027 -0.45297 -0.37 -0.23 0.11 -0.4673
C 0.90757 -0.57217 -0.58762 -0.23 -0.83 -0.17 0.5046
O 0.90985 -1.27162 -1.58060 0.03 -0.03 0.02 -0.5555
C -0.31086 -0.87835 0.41176 0.57 0.14 -0.24 -0.6107
C -1.46088 0.08059 0.13749 -0.03 -0.36 -0.03 -0.2575
O -0.94615 1.37905 0.34968 0.23 0.26 -0.16 -0.4797
H 2.06209 1.23691 -0.06723 -0.47 -0.50 0.40 0.2482
H 2.64129 0.17629 -1.24119 -0.42 0.05 0.22 0.2455
H -0.07924 -0.83384 1.48410 0.31 0.15 -0.33 0.2837
H -0.61949 -1.90366 0.16481 0.38 0.30 -0.01 0.2955
H -1.84631 -0.04190 -0.88707 0.17 0.05 0.16 0.2353
H -2.29832 -0.09763 0.82597 0.27 0.09 -0.09 0.3067
H -0.02457 1.26030 0.07546 -0.43 0.92 0.12 0.2511
```
Positions in Å, forces in eV/Å.

- frontier orbital gap (eV) = 10.87
- energy relative to the best compared isomer or geometry (same formula, charge and spin) (kJ/mol) = 139.1
- strongest force on any atom (eV/A) = 1.020
- SMILES string = NC(=O)CCO

***

No. 7
An isolated molecule of C3H7NO2. Source: the Open Molecules 2025 dataset; level of theory: wB97M-V/def2-TZVPD.

```
13
Properties=species:S:1:pos:R:3:forces:R:3:mulliken_charge:R:1
C 2.29196 0.32470 0.05936 0.18 0.05 -0.01 -0.6241
O 1.17943 -0.51970 0.45156 -0.27 0.04 -0.01 -0.3366
C 0.00931 -0.00969 0.04175 -0.12 0.53 -0.19 0.8136
O -0.01875 1.01311 -0.61083 0.14 -0.24 0.13 -0.5977
C -1.34400 -0.64921 0.45000 0.15 0.06 0.05 -0.4723
N -2.38715 0.00509 -0.32903 -0.05 -0.19 -0.16 -0.6631
H 3.21068 -0.15654 0.39283 -0.28 -0.14 0.07 0.2272
H 2.19748 1.31290 0.51776 -0.03 -0.21 -0.01 0.2802
H 2.31247 0.46527 -1.02419 -0.06 -0.14 0.18 0.2806
H -1.53774 -0.41705 1.50538 0.41 -0.05 -0.04 0.2061
H -1.40517 -1.74340 0.36935 0.37 0.34 -0.12 0.3201
H -1.95992 0.87900 -0.63337 -0.41 0.05 0.04 0.3181
H -2.54860 -0.50448 -1.19058 -0.03 -0.10 0.06 0.2478
```
Positions in Å, forces in eV/Å.

- frontier orbital gap (eV) = 10.53
- energy relative to the best compared isomer or geometry (same formula, charge and spin) (kJ/mol) = 113.8
- strongest force on any atom (eV/A) = 0.576
- SMILES string = COC(=O)CN

***

No. 8
An isolated molecule of C3H7NO2. Source: the Open Molecules 2025 dataset; level of theory: wB97M-V/def2-TZVPD.

```
13
Properties=species:S:1:pos:R:3:forces:R:3:mulliken_charge:R:1
O -0.16106 0.60562 1.84264 0.11 -0.12 -0.07 -0.6340
C -1.18643 0.23608 1.28432 0.52 0.25 0.37 0.0254
N -1.17967 -0.44296 0.10930 0.00 0.19 0.29 -0.1431
C 0.11507 -0.80993 -0.49620 0.10 0.00 0.05 -0.6022
C 0.98361 0.38282 -0.93134 -0.14 -0.19 -0.37 -0.4209
O 1.74937 0.95733 0.08697 0.07 0.11 0.00 -0.5579
H -2.07959 0.53873 1.84126 -0.82 -0.64 -0.87 0.4187
H -2.02050 -0.78895 -0.33655 0.13 0.31 0.42 0.2273
H 0.68638 -1.41557 0.21792 -0.08 0.08 -0.08 0.2767
H -0.09885 -1.43337 -1.37157 -0.07 0.15 0.18 0.3927
H 1.69927 0.02137 -1.67924 -0.16 0.00 0.02 0.3124
H 0.32780 1.11766 -1.43152 0.11 -0.07 0.09 0.2540
H 1.16461 1.03118 0.86401 0.23 -0.08 -0.03 0.4509
```
Positions in Å, forces in eV/Å.

- frontier orbital gap (eV) = 10.49
- energy relative to the best compared isomer or geometry (same formula, charge and spin) (kJ/mol) = 106.6
- strongest force on any atom (eV/A) = 1.355
- SMILES string = O=CNCCO

***

No. 9
A cluster of 2 separate species, C3H7NO2 in total. Source: the Open Molecules 2025 dataset; level of theory: wB97M-V/def2-TZVPD.

```
13
Properties=species:S:1:pos:R:3:forces:R:3:mulliken_charge:R:1
O 0.81149 -2.11223 0.94695 -0.35 0.83 -0.03 -0.4692
C 0.36600 -1.10721 0.49743 1.06 0.02 -0.97 0.2308
N -0.88112 -0.86837 -0.12447 0.18 -0.05 -0.15 -0.3043
C -0.51897 0.09140 -1.16500 -0.22 0.24 -0.39 -0.5645
C 0.46766 1.01959 -0.47497 -0.14 -0.11 -0.28 -0.1736
O 1.18923 0.08052 0.32130 0.02 -1.16 -0.87 -0.3549
H -1.59992 -0.50548 0.50196 0.33 -0.28 0.03 0.3570
H 0.00947 -0.47312 -1.94016 -0.20 0.20 -0.09 0.2707
H -1.39687 0.57080 -1.58358 -0.05 0.06 -0.06 0.3690
H 1.16741 1.51849 -1.14970 -0.08 -0.15 0.08 0.2976
H -0.05734 1.79295 0.11627 0.28 -0.39 0.16 0.2643
H 0.47502 0.21352 1.84105 -0.85 0.01 1.70 -0.0313
H -0.03205 -0.22086 2.21292 0.01 0.79 0.87 0.1084
```
Positions in Å, forces in eV/Å.

- frontier orbital gap (eV) = 11.34
- energy relative to the best compared isomer or geometry (same formula, charge and spin) (kJ/mol) = 283.5
- strongest force on any atom (eV/A) = 1.905
- SMILES string = O=C1NCCO1.[H][H]

***

No. 10
A cluster of 3 separate species, C3H7NO2 in total. Source: the Open Molecules 2025 dataset; level of theory: wB97M-V/def2-TZVPD.

```
13
Properties=species:S:1:pos:R:3:forces:R:3:mulliken_charge:R:1
C 1.60682 1.14444 0.64267 0.93 -1.57 -0.72 -0.2086
N 2.51111 0.58777 0.03638 -0.65 1.84 1.37 -0.4095
C -2.38444 -0.34172 0.93923 0.22 0.24 -1.12 -0.5799
C -1.59079 -0.05415 -0.19478 0.06 -0.08 1.21 0.1468
O -1.26455 1.08808 -0.57856 0.38 0.16 0.09 -0.5324
O 1.48826 -1.17521 -1.46200 1.45 0.66 0.27 -0.6669
H 0.86043 1.84636 0.19812 -0.55 0.06 -0.24 0.3058
H 1.34522 0.73054 1.64088 -0.27 0.33 0.32 0.3095
H 2.06314 -0.56424 -0.89257 -1.33 -1.39 -1.10 0.4705
H 2.13413 -1.33863 -2.16660 -0.51 -0.30 -0.10 0.3021
H -2.86349 0.43575 1.52146 0.09 -0.13 0.12 0.2942
H -2.66894 -1.38602 0.97909 -0.15 0.09 0.62 0.2829
H -1.23690 -0.97298 -0.66332 0.33 0.10 -0.71 0.2856
```
Positions in Å, forces in eV/Å.

- frontier orbital gap (eV) = 3.79
- energy relative to the best compared isomer or geometry (same formula, charge and spin) (kJ/mol) = 772.6
- strongest force on any atom (eV/A) = 2.388

***

No. 11
A cluster of 3 separate species, C3H7NO2 in total. Source: the Open Molecules 2025 dataset; level of theory: wB97M-V/def2-TZVPD.

```
13
Properties=species:S:1:pos:R:3:forces:R:3:mulliken_charge:R:1
C 2.05990 0.71811 -0.20211 0.14 -0.01 -0.05 -0.6332
O 0.63242 0.68552 0.01898 -0.26 -0.32 -0.21 -0.2206
C -0.04105 -0.29011 -0.49356 0.15 0.17 0.07 -0.2861
C -1.41317 -0.63200 0.06482 -0.01 0.02 -0.06 0.6011
O -1.17660 -1.24890 1.12682 -0.17 0.18 -0.27 -0.6218
N -2.42115 -0.28003 -0.67290 0.08 -0.15 0.27 -0.6077
H 2.25309 1.04478 -1.22873 -0.05 -0.05 0.19 0.3157
H 2.49145 -0.27184 -0.02201 -0.13 0.18 -0.01 0.3528
H 2.46282 1.44297 0.50673 -0.12 -0.16 -0.14 0.2428
H 0.53916 -1.11106 -0.93235 -0.13 0.18 -0.01 0.4333
H -0.68492 0.31784 -2.09254 0.04 0.02 0.02 -0.0307
H -3.33194 -0.57155 -0.32961 0.19 0.01 0.04 0.2271
H -1.49824 0.21907 -1.83870 0.26 -0.08 0.17 0.2272
```
Positions in Å, forces in eV/Å.

- frontier orbital gap (eV) = 9.00
- energy relative to the best compared isomer or geometry (same formula, charge and spin) (kJ/mol) = 493.9
- strongest force on any atom (eV/A) = 0.466

***

No. 12
An isolated molecule of C3H7NO2. Source: the Open Molecules 2025 dataset; level of theory: wB97M-V/def2-TZVPD.

```
13
Properties=species:S:1:pos:R:3:forces:R:3:mulliken_charge:R:1
H 0.63930 2.57294 0.33106 0.06 -0.02 -0.09 0.2037
N 0.40619 1.62997 0.03849 0.31 -0.14 0.06 -0.5805
C 1.39873 0.85124 0.18485 -0.09 0.21 0.03 0.0941
O 1.38214 -0.45060 -0.07388 0.02 0.10 0.07 -0.3340
C 0.15805 -1.04322 -0.55299 -0.19 -0.12 -0.11 -0.3931
C -1.06713 -0.79904 0.33922 0.18 -0.36 0.11 -0.3677
O -1.93019 0.17816 -0.17045 0.00 0.22 0.02 -0.5462
H 2.38758 1.14175 0.54904 -0.13 0.01 -0.04 0.3736
H 0.41049 -2.10413 -0.61377 -0.07 0.15 0.02 0.2772
H -0.05950 -0.66656 -1.55898 0.06 -0.02 0.13 0.3152
H -0.71182 -0.55951 1.35522 -0.08 -0.04 -0.13 0.2320
H -1.64659 -1.72471 0.41058 0.09 0.09 -0.06 0.3368
H -1.36725 0.97371 -0.23839 -0.17 -0.06 0.00 0.3889
```
Positions in Å, forces in eV/Å.

- frontier orbital gap (eV) = 10.81
- energy relative to the best compared isomer or geometry (same formula, charge and spin) (kJ/mol) = 153.4
- strongest force on any atom (eV/A) = 0.418
- SMILES string = [H]/N=C/OCCO